{
  "formula": "C2H6N2O",
  "method": "the ωB97M-V functional and the def2-TZVPD basis",
  "symbols": ["C", "N", "N", "C", "O", "H", "H", "H", "H", "H", "H"],
  "coordinates": [[0.42454, -0.80221, -1.22375], [-0.70959, 1.26953, 0.42061], [-0.29803, -0.76980, 0.02993], [0.16063, 1.20573, 1.42792], [0.69286, 1.98349, 2.18331], [-1.69175, 1.06955, 0.57372], [-0.94309, -1.57421, 0.02458], [0.51880, 0.05815, 1.25227], [1.09419, 0.05776, -1.28763], [-0.26347, -0.77442, -2.07906], [1.01491, -1.72357, -1.32189]],
  "forces_ev_per_angstrom": [[-0.426, 0.394, -0.412], [-1.127, -1.770, -1.643], [0.360, 0.606, 0.169], [2.583, -1.953, 0.851], [-0.916, 0.381, -0.226], [-0.115, 0.301, 0.200], [-0.584, 0.595, -0.216], [0.160, 1.485, 1.006], [0.008, -0.097, 0.068], [0.194, 0.014, -0.035], [-0.137, 0.042, 0.239]],
  "gap_ev": [7.462, 7.466]
}

{
  "formula": "C18H17BrO2S",
  "method": "the ωB97M-V functional and the def2-TZVPD basis",
  "symbols": ["Br", "C", "S", "C", "C", "C", "C", "C", "C", "O", "O", "H", "H", "H", "H", "H", "H", "C", "C", "C", "C", "C", "C", "C", "C", "C", "C", "C", "H", "H", "H", "H", "H", "H", "H", "H", "H", "H", "H"],
  "coordinates": [[-1.53060, -2.13093, 0.78152], [-0.01796, -1.16133, 0.42678], [0.91147, -0.34391, 1.63647], [1.17075, -1.34754, 3.12546], [0.22262, -1.31422, 4.15140], [0.42279, -2.06237, 5.31330], [1.57883, -2.83473, 5.46939], [2.54153, -2.83609, 4.45508], [2.34930, -2.08372, 3.29285], [2.20717, -0.23523, 0.98494], [0.23097, 0.82927, 2.13784], [0.51224, -1.36953, -0.49516], [-0.65744, -0.68445, 4.05324], [-0.32864, -2.03859, 6.10343], [1.72584, -3.43040, 6.37351], [3.45115, -3.42697, 4.57127], [3.11784, -2.05020, 2.52553], [-1.65729, -0.50453, -2.65843], [-1.01886, -1.69678, -3.47069], [0.39269, -1.23963, -3.70130], [0.61705, 0.01376, -3.15370], [-0.56190, 0.51127, -2.54386], [-0.76755, 1.86463, -2.12181], [0.32820, 2.75915, -1.98822], [0.11715, 4.10765, -1.72314], [-1.18308, 4.60758, -1.55939], [-2.27722, 3.73672, -1.67188], [-2.07903, 2.38722, -1.93902], [-2.52482, -0.09670, -3.19683], [-2.00899, -0.85712, -1.67886], [-1.10849, -2.64930, -2.92642], [-1.57620, -1.81443, -4.41176], [1.11284, -1.84199, -4.24382], [1.55349, 0.57458, -3.17102], [1.33741, 2.37170, -2.11411], [0.96780, 4.78331, -1.66180], [-1.34454, 5.66828, -1.35200], [-3.29277, 4.11769, -1.56736], [-2.93375, 1.71788, -2.05144]],
  "forces_ev_per_angstrom": [[-0.826, -0.282, 0.146], [1.031, 1.008, -0.188], [-0.014, -0.621, -0.706], [0.056, -0.102, 0.146], [0.072, -0.128, 0.013], [0.158, -0.065, -0.072], [-0.116, 0.148, -0.321], [-0.142, 0.096, 0.039], [-0.250, -0.046, 0.005], [-0.015, 0.448, 0.319], [0.050, -0.103, -0.039], [0.123, -0.329, 0.422], [0.131, -0.126, -0.062], [0.204, 0.010, -0.206], [-0.030, 0.218, -0.297], [-0.218, 0.205, -0.037], [-0.196, -0.030, 0.037], [0.238, -0.700, -0.595], [-0.481, 0.875, 0.423], [-0.259, 1.072, 0.817], [0.290, -1.242, -0.391], [-0.486, -0.417, 0.388], [-0.120, 1.021, 0.243], [-0.438, -0.076, -0.151], [-0.161, -0.107, -0.003], [0.025, -0.454, -0.098], [0.190, -0.017, 0.007], [0.441, -0.191, -0.093], [0.187, -0.052, 0.184], [0.044, 0.224, -0.032], [0.260, 0.240, -0.165], [0.314, -0.126, 0.080], [0.046, 0.187, 0.085], [-0.312, -0.398, -0.152], [-0.198, 0.223, 0.127], [-0.168, -0.170, 0.076], [0.069, -0.381, -0.087], [0.273, -0.090, 0.025], [0.227, 0.278, 0.110]],
  "gap_ev": 3.942
}

{
  "formula": "C28H35B2O20",
  "method": "the ωB97M-V functional and the def2-TZVPD basis",
  "symbols": ["C", "C", "O", "C", "C", "O", "C", "C", "O", "C", "C", "C", "O", "B", "O", "O", "C", "B", "O", "O", "H", "H", "H", "H", "H", "H", "H", "H", "H", "H", "H", "H", "H", "H", "H", "H", "H", "H", "H", "H", "H", "H", "H", "C", "C", "C", "O", "C", "C", "C", "O", "O", "O", "H", "H", "H", "H", "C", "C", "C", "O", "C", "C", "C", "O", "O", "O", "H", "H", "H", "H", "C", "C", "C", "O", "C", "C", "C", "O", "O", "O", "H", "H", "H", "H"],
  "coordinates": [[6.68664, -2.46724, 5.76106], [6.20624, -1.16436, 6.45205], [6.82036, -0.06160, 5.79896], [5.95484, 1.06375, 5.68547], [5.31038, 1.10698, 4.24402], [6.05705, 0.28793, 3.36884], [5.22622, -0.40918, 2.46551], [4.36006, -1.48411, 3.13617], [3.01165, -1.19619, 2.80407], [2.10788, -2.14696, 3.37045], [1.50424, -1.67124, 4.70834], [2.28684, -2.36213, 5.87663], [1.61101, -0.28171, 4.99225], [0.49040, 0.07979, 5.88903], [1.04330, 0.48104, 7.20149], [-0.32088, -1.17570, 6.00775], [-0.03808, -1.82781, 4.78831], [-0.85961, -1.09608, 3.64346], [-0.27410, -0.19587, 2.73683], [-2.20994, -1.33155, 3.44508], [5.82202, -3.11820, 5.59223], [7.10036, -2.20936, 4.78210], [7.45242, -2.98515, 6.34417], [5.11705, -1.11415, 6.34636], [6.51042, -1.22887, 7.50604], [5.18248, 1.03677, 6.45809], [6.61677, 1.93255, 5.76416], [5.29557, 2.15757, 3.91794], [4.26359, 0.79006, 4.35388], [5.90034, -0.93109, 1.77175], [4.60131, 0.23797, 1.83524], [4.42858, -1.37428, 4.22913], [4.65464, -2.51215, 2.87748], [1.35319, -2.33843, 2.59231], [2.64272, -3.09976, 3.49327], [1.64816, -3.14314, 6.31144], [3.20134, -2.85821, 5.51909], [2.60425, -1.63734, 6.62621], [-0.20176, 1.04760, 5.53388], [0.39657, 1.03744, 7.64334], [-0.25958, -2.91356, 4.72174], [-0.15105, 0.65193, 3.19200], [-2.34710, -1.20106, 2.49571], [-0.94526, 1.68620, -2.60957], [-2.22992, 1.95702, -2.85420], [-3.30709, 1.65639, -1.85782], [-4.45085, 1.95697, -2.16367], [-2.93732, 1.02973, -0.60986], [-1.64599, 0.74734, -0.34994], [-0.55798, 1.07499, -1.34040], [0.59260, 0.81796, -1.05452], [-1.26321, 0.17350, 0.78054], [-2.64666, 2.51166, -3.99884], [-0.16063, 1.90173, -3.32194], [-3.72946, 0.80394, 0.09029], [-0.29214, 0.07652, 0.74107], [-3.62137, 2.59942, -3.92078], [-8.47772, 0.47147, -4.03094], [-7.49247, 1.36856, -3.86992], [-6.48474, 1.63191, -4.95600], [-5.62751, 2.47423, -4.76560], [-6.58314, 0.86285, -6.18700], [-7.56448, -0.03417, -6.34075], [-8.58857, -0.27716, -5.26949], [-9.46589, -1.09537, -5.48492], [-7.69884, -0.76469, -7.44632], [-7.35017, 2.06931, -2.75388], [-9.20944, 0.27400, -3.26060], [-5.84303, 1.04807, -6.95278], [-8.48359, -1.32724, -7.29757], [-6.56210, 2.63439, -2.87961], [-0.77895, -0.54912, -7.51440], [0.19775, -0.34981, -8.40602], [0.74966, 1.01747, -8.67851], [1.65194, 1.12535, -9.49147], [0.17794, 2.14425, -7.96391], [-0.80450, 1.95626, -7.06774], [-1.34201, 0.57602, -6.77582], [-2.22133, 0.44478, -5.94920], [-1.34001, 2.97714, -6.40599], [0.74250, -1.34498, -9.10689], [-1.18273, -1.53077, -7.31008], [0.57493, 3.12519, -8.18365], [-2.02640, 2.63280, -5.79215], [1.42140, -0.92904, -9.67247]],
  "forces_ev_per_angstrom": [[-0.301, 0.383, -0.011], [0.531, -0.966, -0.794], [-0.504, 0.125, 0.832], [0.822, -0.132, -1.288], [-0.257, 0.019, 1.367], [-0.490, 0.359, -0.219], [0.524, -1.029, -0.583], [-0.655, 1.141, 0.679], [0.055, -0.853, -0.408], [-0.044, 0.659, -0.689], [0.272, 0.620, 0.793], [-0.401, -0.794, -0.353], [0.183, 0.173, -1.019], [0.494, 0.245, 1.331], [-0.094, -0.111, -0.036], [-0.370, -0.163, -0.212], [0.786, -0.958, -0.244], [0.262, 0.398, -0.219], [0.392, -0.144, 1.467], [0.490, -0.796, -0.276], [0.263, -0.139, 0.123], [-0.038, -0.007, 0.117], [-0.130, -0.015, -0.100], [0.108, 0.156, 0.298], [-0.331, 0.395, -0.022], [0.072, 0.310, -0.069], [-0.265, 0.010, 0.368], [0.053, -0.194, -0.178], [0.133, -0.137, -0.353], [0.100, 0.290, 0.140], [-0.087, 0.082, 0.395], [0.429, -0.162, -0.148], [-0.110, 0.134, -0.169], [-0.092, 0.260, 0.267], [-0.185, 0.069, 0.186], [0.231, 0.166, 0.257], [-0.178, 0.016, -0.059], [-0.459, -0.025, 0.021], [-0.205, 0.011, -0.711], [0.101, -0.072, -0.057], [-0.367, 0.179, 0.751], [0.514, -0.272, 0.098], [-0.323, 0.496, 0.246], [0.131, -0.049, 0.041], [0.445, 0.071, -0.409], [-0.068, -0.199, 0.457], [-0.064, 0.104, -0.081], [-0.152, 0.118, -0.211], [-0.339, -0.256, 0.389], [0.129, 0.177, -0.385], [-0.121, -0.104, 0.183], [-0.666, 0.553, -2.322], [-0.497, 0.141, 0.516], [-0.004, 0.017, 0.008], [0.039, -0.006, 0.038], [0.022, -0.095, 0.537], [-0.026, -0.048, -0.107], [-0.083, -0.135, -0.161], [-0.286, -0.053, 0.405], [0.140, -0.184, -0.447], [-0.081, 0.140, 0.126], [0.116, 0.150, 0.090], [0.325, 0.066, -0.330], [-0.197, 0.092, 0.520], [0.139, -0.049, -0.294], [-0.261, -0.043, 0.267], [0.162, 0.156, -0.462], [0.022, 0.025, 0.022], [-0.001, -0.025, -0.001], [0.002, -0.005, -0.015], [0.112, -0.137, 0.217], [-0.082, 0.078, 0.100], [-0.172, -0.445, 0.087], [0.012, 0.538, 0.092], [-0.030, -0.302, -0.062], [0.126, -0.135, -0.129], [0.094, 0.501, -0.056], [0.015, -0.373, -0.094], [-0.038, 0.198, -0.062], [-0.202, -0.567, -0.074], [0.133, 0.331, -0.076], [0.018, -0.002, 0.006], [-0.019, 0.014, 0.037], [0.263, 0.034, 0.109], [0.012, -0.016, 0.010]],
  "gap_ev": 4.517,
  "total_charge": -1
}

{
  "formula": "C3H22NO7",
  "method": "the ωB97M-V functional and the def2-TZVPD basis",
  "symbols": ["C", "C", "C", "O", "N", "H", "H", "H", "H", "H", "H", "H", "H", "H", "H", "H", "H", "O", "H", "H", "O", "H", "H", "O", "H", "H", "O", "H", "H", "O", "H", "H", "O"],
  "coordinates": [[-0.03629, -0.93853, -0.10850], [-1.11135, -1.51167, -1.00315], [-2.28760, -1.97570, -0.15872], [-2.78679, -0.71398, 0.42778], [1.15621, -0.43677, -0.92848], [0.33695, -1.60517, 0.67687], [-0.43129, -0.03184, 0.35005], [-1.39491, -0.81901, -1.80106], [-0.77786, -2.37888, -1.63679], [-3.04854, -2.59491, -0.60195], [-1.95789, -2.43515, 0.77192], [-3.72550, -0.76959, 0.63133], [2.07909, -0.87646, -0.81223], [1.25886, 0.53403, -0.60826], [0.97329, -0.25515, -1.92248], [-2.02451, 2.58798, 0.55300], [-2.26168, 1.07902, -0.16089], [-1.76767, 1.89873, -0.08193], [4.59329, -1.03517, -0.58380], [4.21250, -1.40519, -1.96932], [3.80145, -1.19852, -1.12034], [3.41710, 2.81879, -0.06141], [2.18186, 3.51859, 0.30851], [2.57639, 2.64151, 0.37524], [-0.58890, 1.83585, -1.35531], [0.14110, 2.53322, -2.57109], [-0.18804, 1.70167, -2.23885], [0.35141, 0.23690, 2.46445], [1.84924, 0.77335, 2.10609], [1.15672, 0.11756, 1.94723], [-2.04691, -0.56183, 3.78688], [-2.07154, -0.55523, 2.28597], [-1.57819, -0.17842, 3.03922]],
  "forces_ev_per_angstrom": [[0.097, 0.165, -0.870], [0.155, -2.062, -1.345], [0.601, 1.797, 1.634], [-0.683, -0.076, -0.513], [-0.498, 1.250, 0.471], [-0.175, 0.133, -0.458], [0.134, -0.404, 0.105], [-0.354, 0.383, 0.437], [0.133, 0.400, 0.884], [-0.253, 0.168, -0.542], [0.455, -0.965, -0.456], [-0.124, -0.119, -0.100], [-0.178, -0.320, 0.047], [0.495, -0.115, 0.174], [-0.338, -0.489, 0.142], [-0.460, -1.105, -0.266], [-0.849, 0.100, 0.880], [1.218, 0.945, -0.343], [-0.458, -0.002, 0.266], [-0.371, -0.106, -0.183], [0.984, 0.035, -0.083], [0.243, -0.376, 0.058], [-0.412, -0.063, 0.266], [0.122, 0.287, -0.345], [-0.211, 0.571, -0.368], [-0.042, 0.371, 0.033], [0.297, -0.902, 0.160], [0.157, 0.398, 0.459], [-0.683, 0.078, 0.441], [0.863, -0.135, -0.471], [0.248, 0.137, 0.356], [0.305, 0.446, -0.056], [-0.419, -0.427, -0.413]],
  "gap_ev": 11.546,
  "total_charge": 1
}

{
  "formula": "C3H5I",
  "method": "the ωB97M-V functional and the def2-TZVPD basis",
  "symbols": ["C", "C", "C", "I", "H", "H", "H", "H", "H"],
  "coordinates": [[0.23718, -1.53344, 0.08290], [-0.50372, -0.65902, 0.40532], [-1.04817, 0.56061, 1.00768], [3.92067, -0.73966, -2.09323], [3.20894, 0.02414, -0.89588], [0.85723, -2.25972, -0.36684], [-1.11315, 1.29254, 0.18675], [-2.05894, 0.21088, 1.20372], [-0.57500, 1.05758, 1.87808]],
  "forces_ev_per_angstrom": [[0.253, -0.791, -0.790], [1.336, 1.412, 1.390], [-1.105, -0.148, -1.158], [0.147, -0.167, -0.250], [-0.177, 0.158, 0.261], [0.110, -0.396, -0.007], [-0.116, -0.004, 0.414], [-0.446, 0.880, 0.636], [-0.003, -0.944, -0.497]],
  "gap_ev": 10.638,
  "smiles": "C#CC.I"
}

Relative energy (zero: lowest compared OMol25 entry of this formula, charge and spin) (computed, kJ/mol): 575.0; 158.8; 0.0; 0.0; 171.5